(1)
Density functional theory data (ωB97M-V/def2-TZVPD) for a 3-piece molecular cluster, C21H40O10 overall.

The geometry in XYZ format:
```
71
Properties=species:S:1:pos:R:3:forces:R:3
C -9.31335 2.81261 2.13740 -0.122 0.255 -0.065
C -9.94549 1.88407 3.33220 0.021 0.709 0.016
C -8.80087 1.00555 4.17014 -1.631 -0.496 -0.121
C -8.19608 -0.15702 3.18487 0.596 -0.708 -0.052
C -8.95102 -1.60328 3.40718 -0.315 0.340 -0.153
C -6.58530 -0.42426 3.32963 1.589 0.201 -3.605
C -5.71131 -0.45206 2.12277 -0.698 0.293 3.224
O -6.02001 -0.23402 0.69664 1.806 0.580 3.514
C -4.21534 -0.79378 2.70946 1.923 -1.870 -3.830
O -3.24544 -1.38186 2.00375 -6.265 4.242 5.736
O -4.26727 -0.34186 4.11760 -0.904 -2.814 -1.248
C -5.61635 -0.71795 4.61888 -1.448 -1.871 3.441
O -5.85017 -1.21478 5.83590 1.750 3.800 -8.515
H -10.02422 3.76229 2.00485 1.626 -2.157 0.054
H -9.25275 2.20838 1.11563 -0.091 1.425 2.179
H -8.23016 3.21917 2.40761 -2.306 -0.935 -0.514
H -10.53712 2.62857 4.05228 1.460 -1.796 -1.286
H -10.77468 1.19647 2.84957 1.798 1.121 1.088
H -9.42449 0.43432 5.01273 1.650 1.328 -1.571
H -8.00407 1.70601 4.66437 -1.488 -1.368 -1.095
H -8.38248 0.14916 2.04689 0.687 -0.559 2.546
H -10.07581 -1.38120 3.68880 2.258 -0.572 -0.583
H -8.92189 -2.19453 2.39607 -0.042 1.025 2.035
H -8.45205 -2.24524 4.25635 -1.000 1.392 -1.652
H -5.36584 0.47174 0.36846 -1.175 -1.591 0.783
C -1.55247 -1.17109 -0.28903 0.331 0.056 -0.154
O -0.84026 0.04574 -0.44016 0.017 -0.061 0.399
C -1.15550 1.00440 0.56847 0.588 -0.082 -0.290
C 0.09956 1.77008 1.00353 -0.204 -0.077 0.194
O 1.01584 1.00460 1.79486 -0.041 -0.113 -0.509
C 1.72633 -0.04339 1.11839 0.205 0.199 0.124
C 2.75511 0.45120 0.09573 -0.677 -0.234 -0.169
O 2.10414 0.94843 -1.07488 0.201 0.427 0.262
C 2.76067 2.07433 -1.63509 -0.234 -0.379 -0.045
H -2.59872 -1.03065 -0.57565 -0.090 -0.177 0.134
H -1.09736 -1.91535 -0.94706 -0.030 0.196 -0.089
H -1.48622 -1.54424 0.73848 -0.052 0.093 -0.244
H -1.60822 0.52673 1.44515 0.108 -0.037 -0.065
H -1.87810 1.70425 0.13760 -0.096 0.247 0.142
H -0.22452 2.59451 1.64876 0.013 -0.183 0.084
H 0.60596 2.23319 0.15575 -0.088 -0.229 -0.141
H 1.03465 -0.76442 0.68337 0.031 0.140 -0.244
H 2.27076 -0.57877 1.90443 -0.009 0.209 -0.010
H 3.39279 -0.38282 -0.21544 0.126 -0.090 0.221
H 3.37987 1.22023 0.55935 -0.020 0.076 -0.004
H 2.96596 2.83157 -0.87271 0.113 0.013 0.029
H 2.09696 2.51852 -2.38060 0.045 -0.162 0.028
H 3.69036 1.76315 -2.12135 0.100 0.190 0.020
C 10.64460 -0.82668 -3.51267 -0.287 0.113 -0.237
O 9.34481 -1.04720 -4.03484 0.185 -0.207 0.463
C 8.97187 -2.42439 -4.03702 -0.483 0.441 -0.046
C 7.49475 -2.58933 -3.66069 0.205 -0.194 0.089
O 7.20542 -2.35013 -2.27837 0.131 0.423 -0.260
C 7.30711 -0.99081 -1.82826 -0.313 -0.119 0.046
C 6.22990 -0.05804 -2.39254 0.695 -0.050 -0.305
O 6.48704 0.23671 -3.76670 -0.392 -0.356 0.066
C 5.30232 0.33558 -4.54079 0.383 0.125 0.070
H 11.39854 -1.15703 -4.23307 0.169 -0.037 0.129
H 10.76277 0.24523 -3.33630 -0.064 -0.099 -0.135
H 10.78039 -1.34258 -2.55621 0.060 -0.070 -0.041
H 9.58811 -3.00555 -3.34117 -0.031 0.081 0.021
H 9.13409 -2.80372 -5.05062 -0.062 -0.263 -0.010
H 7.22446 -3.63647 -3.83805 0.106 0.054 0.169
H 6.84378 -1.99759 -4.30545 0.223 0.181 0.004
H 8.31083 -0.60017 -1.99400 -0.098 0.124 -0.238
H 7.17224 -1.03439 -0.74161 -0.123 -0.107 -0.126
H 6.24496 0.89144 -1.84728 -0.055 -0.049 0.262
H 5.24883 -0.52444 -2.26351 -0.041 -0.051 -0.054
H 4.64927 -0.52632 -4.37515 -0.101 0.033 0.066
H 5.58568 0.34539 -5.59588 0.063 0.088 0.144
H 4.77418 1.26377 -4.30174 -0.190 -0.060 -0.073
```
Positions in Å, forces in eV/Å.

Computed properties:
maximum force: 9.49 eV Å⁻¹
spin multiplicity: 1
SMILES: CCC[C@H](C)C1=C(O)C(=O)OC1=O.COCCOCCOC.COCCOCCOC
LUMO: -0.05121 Eh
gap between HOMO and LUMO: 7.6 eV

These are the Mulliken partial charges, in e, on atoms 1 to 6: atom 1 (C): -0.829, atom 2 (C): -0.488, atom 3 (C): -0.635, atom 4 (C): 0.628, atom 5 (C): -1.092, atom 6 (C): -0.195

(2)
Density functional theory data (ωB97M-V/def2-TZVPD) for a 2-piece molecular cluster, C21H41BNO7 overall.

The geometry in XYZ format:
```
71
Properties=species:S:1:pos:R:3:forces:R:3
C 0.03416 -0.13367 0.49053 0.021 0.175 -0.534
C -0.69578 0.66939 -0.59772 0.301 0.181 0.472
C -0.60017 2.17342 -0.26530 -0.172 -0.487 -0.506
C -1.75469 3.02111 -0.84317 0.946 -0.006 -0.081
C -2.25185 4.10401 0.09598 -0.774 0.011 -0.973
C -1.17686 4.83353 0.91502 0.414 -0.462 0.237
O -2.86730 5.22306 -0.66629 -0.116 0.084 0.154
C -3.62950 5.86002 0.25533 1.661 -4.132 1.135
O -4.05174 6.91494 0.19258 -1.835 4.849 -0.637
O -3.82927 5.04265 1.36651 -0.265 -0.120 -0.462
C -3.54210 3.71221 0.81678 0.837 -0.331 0.288
C -3.33980 2.60977 1.85287 -0.483 0.192 -0.029
C -3.77352 1.21366 1.36113 -0.210 -0.113 1.056
C -5.20312 0.81730 1.82603 0.431 -0.119 -1.104
C -5.25675 -0.45264 2.66358 -0.830 -0.295 -0.107
O -6.07996 -1.44273 2.01349 0.052 0.242 0.232
B -4.84425 3.50031 -0.13673 0.649 -0.522 0.322
O -6.06092 3.78354 0.40148 -0.162 -0.395 0.350
O -4.77187 3.10048 -1.42822 -0.180 0.598 -0.477
H 0.45826 -1.05837 0.09399 -0.133 -0.047 0.275
H -0.60965 -0.32771 1.34335 -0.116 -0.174 0.090
H 0.85174 0.48542 0.85601 0.264 -0.129 0.072
H -1.73547 0.36551 -0.69770 -0.092 -0.124 0.042
H -0.21351 0.46567 -1.55039 -0.060 0.066 -0.234
H 0.34120 2.51141 -0.69419 0.176 0.226 0.173
H -0.48539 2.26593 0.81285 -0.269 0.092 0.116
H -2.54316 2.34397 -1.15041 -0.305 0.203 0.007
H -1.38735 3.49648 -1.75058 -0.112 0.126 -0.141
H -1.46882 5.04700 1.93893 -0.143 -0.109 0.063
H -0.21630 4.32714 0.93929 -0.056 -0.175 0.006
H -1.00359 5.78609 0.42977 0.087 0.176 -0.068
H -3.95834 2.87143 2.71154 0.107 -0.048 0.257
H -2.30992 2.55135 2.19410 0.158 0.316 0.054
H -3.64138 1.06855 0.29466 -0.072 0.177 -0.191
H -3.10839 0.49624 1.83728 0.256 -0.060 -0.101
H -5.81257 0.63168 0.94210 -0.157 -0.068 0.006
H -5.67704 1.65351 2.32888 -0.061 0.050 0.293
H -5.73915 -0.23234 3.61491 0.333 0.044 0.303
H -4.27586 -0.90113 2.81327 0.194 0.224 0.180
H -6.46620 -1.95624 2.73016 -0.054 -0.167 -0.278
H -5.99472 3.72824 1.36438 -0.265 0.574 -0.129
H -5.54944 3.45685 -1.88619 0.048 -0.538 -0.120
C 5.06890 -5.19026 -0.60693 0.330 0.150 -0.041
C 3.77671 -4.43889 -0.98177 1.083 -1.699 0.141
C 3.75699 -4.13596 -2.48275 -0.054 0.544 -0.247
C 4.68605 -2.99555 -2.88713 -0.004 -0.024 0.042
C 4.40011 -1.75059 -2.05151 -0.271 -0.306 -0.375
C 4.45310 -2.01551 -0.54481 1.783 0.757 0.540
N 3.63558 -3.20465 -0.15181 -1.212 0.646 -1.844
O 2.39354 -2.86206 -0.13906 -0.450 0.015 0.790
C 5.92610 -2.19222 -0.11455 0.181 -0.238 -0.048
C 3.98780 -0.76416 0.20024 -0.615 -0.054 0.100
C 2.66567 -5.44538 -0.68000 -0.502 0.311 0.193
H 5.98385 -4.64940 -0.83115 -0.042 0.054 0.027
H 5.07602 -5.43873 0.45562 -0.031 0.065 0.004
H 5.13370 -6.12548 -1.16469 -0.165 0.009 -0.006
H 2.73808 -3.87443 -2.78734 -0.032 0.020 0.154
H 4.01895 -5.03726 -3.04103 -0.013 -0.097 0.166
H 5.73112 -3.30140 -2.78548 -0.008 0.015 0.043
H 4.53994 -2.76499 -3.94470 0.024 -0.010 0.011
H 5.11524 -0.96588 -2.30895 0.021 0.036 0.190
H 3.41107 -1.36645 -2.32321 -0.048 -0.052 0.128
H 5.99585 -2.63217 0.88174 -0.039 -0.043 -0.036
H 6.42981 -1.22607 -0.07711 -0.165 0.072 -0.011
H 6.51370 -2.79462 -0.80409 -0.058 -0.080 0.047
H 2.98655 -0.45305 -0.09392 -0.037 -0.152 0.057
H 4.65588 0.06815 -0.02005 0.128 -0.125 -0.070
H 3.99559 -0.92627 1.27987 -0.028 -0.023 -0.018
H 2.61166 -5.66595 0.38741 -0.004 0.057 -0.006
H 2.86510 -6.38040 -1.20394 0.176 0.060 -0.032
H 1.68767 -5.09735 -1.00886 0.037 0.108 0.094
```
Positions in Å, forces in eV/Å.

Computed properties:
maximum force: 5.22 eV Å⁻¹
expectation value of S²: 0.7540
spin multiplicity: 2
LUMO (spin up / spin down): 0.02335 / 0.00511 Eh
gap between HOMO and LUMO (spin up / spin down): 9.3 / 9.7 eV

These are the Mulliken partial charges, in e, on atoms 1 to 6: atom 1 (C): -1.175, atom 2 (C): -0.340, atom 3 (C): -1.023, atom 4 (C): -1.593, atom 5 (C): 1.863, atom 6 (C): -1.812

(3)
Density functional theory data (ωB97M-V/def2-TZVPD) for C21H41CrIN2Si4Te as an isolated structure.

The geometry in XYZ format:
```
71
Properties=species:S:1:pos:R:3:forces:R:3
C -1.53932 0.96610 -1.55154 -1.708 0.460 0.298
C -0.94606 4.46750 -0.89245 -2.212 -0.750 0.602
H -2.35090 1.27439 -2.24417 0.433 -0.227 0.103
H -2.06760 0.84957 -0.57876 0.418 0.076 -0.458
H -1.23519 -0.03466 -1.85956 0.338 0.363 0.073
H -0.77838 5.40643 -1.41852 0.327 -0.260 -0.225
H -1.97749 4.14279 -1.12867 -0.119 0.627 0.192
H -0.93578 4.66704 0.18918 0.013 -0.136 -0.092
C 1.52718 0.24483 -3.05241 0.151 -0.091 -0.237
C 2.58116 -0.22403 -3.86514 0.036 0.778 0.245
C 3.65064 0.64323 -4.14789 -0.876 -0.149 0.344
C 3.61704 1.89756 -3.54897 -0.164 0.439 0.400
H 0.68793 -0.42591 -2.85143 0.126 0.384 -0.077
H 2.55143 -1.22589 -4.29168 -0.109 0.251 0.224
H 4.47522 0.35034 -4.80624 -0.400 0.143 0.262
H 4.40328 2.62585 -3.77386 -0.311 -0.390 0.212
N 1.47121 1.46395 -2.47730 1.886 -0.671 -0.241
C 2.57505 2.25247 -2.65812 -0.508 -0.896 -0.804
C 2.62719 3.46263 -1.81963 0.012 1.346 0.683
N 1.53818 3.73280 -1.04352 1.762 -0.468 0.516
C 1.67511 4.65488 -0.06334 0.442 0.020 -0.310
C 3.85947 5.30712 -0.81108 -0.267 -0.109 -0.422
C 2.76275 5.53171 0.01515 0.010 -0.302 0.298
H 0.92349 4.64857 0.73001 0.081 0.272 -0.704
H 2.77290 6.34364 0.75330 -0.041 -0.559 -0.237
C 3.79205 4.25029 -1.71857 -0.236 -0.134 0.036
H 4.65088 4.02479 -2.34253 -0.145 0.024 0.172
H 4.76357 5.92435 -0.74257 -0.463 -0.260 -0.070
Cr -0.27795 2.60466 -1.45728 1.500 0.250 0.249
I -0.87199 3.26761 -3.84244 -0.085 0.408 -1.240
C 1.60742 -3.29997 -0.54774 0.254 -0.218 0.045
Si 0.91080 -2.98271 1.17191 -0.238 0.649 0.039
C 0.10137 -4.54123 1.84830 0.225 -0.213 -0.036
C 2.30108 -2.44502 2.32123 0.134 -0.192 -0.076
Si -0.68611 -1.26341 1.01719 -0.234 -0.196 0.046
Te 0.47012 0.96579 0.88953 0.471 -0.147 -0.287
Si -2.49316 -2.05815 -0.33852 0.210 0.926 -0.085
C -3.19920 -3.60485 0.47640 0.101 -0.174 -0.126
C -3.94668 -0.85253 -0.48748 -0.140 -0.289 -0.036
C -1.79833 -2.48383 -2.04866 -0.267 -0.359 -0.040
Si -1.47688 -0.72012 3.14621 -0.045 -0.265 -0.158
C -2.27537 -2.24720 3.91927 -0.064 0.241 0.320
C -0.05876 -0.13886 4.24373 -0.151 0.051 0.286
C -2.74444 0.66282 2.97936 -0.062 0.000 0.299
H 2.54533 -3.85968 -0.41468 -0.143 0.068 -0.226
H 1.83686 -2.37101 -1.08773 -0.043 -0.171 0.173
H 0.93172 -3.90432 -1.16634 0.159 0.126 0.148
H 0.92227 -5.20890 2.14978 -0.247 -0.021 -0.021
H -0.53430 -4.36649 2.72465 0.172 -0.003 -0.228
H -0.49264 -5.05710 1.08369 0.158 0.081 0.181
H 2.68373 -1.44817 2.06831 -0.094 -0.200 0.022
H 1.99444 -2.43994 3.37499 0.048 -0.025 -0.233
H 3.11754 -3.17284 2.20068 -0.053 0.195 0.157
H -3.70568 -3.38708 1.42575 0.122 0.005 -0.281
H -3.95119 -3.99388 -0.22748 0.120 -0.004 0.204
H -2.45799 -4.39201 0.65372 -0.199 0.145 -0.032
H -3.89479 -0.27782 -1.41961 -0.071 -0.182 0.242
H -4.86829 -1.45418 -0.47236 0.109 0.192 -0.089
H -4.00847 -0.13944 0.34196 0.079 -0.140 -0.132
H -1.45363 -1.64078 -2.65654 -0.205 -0.170 0.279
H -0.96874 -3.19878 -1.98504 -0.273 0.002 -0.015
H -2.63360 -2.94566 -2.59593 0.264 -0.086 -0.048
H -1.56230 -3.06534 4.07731 -0.127 0.215 -0.024
H -2.65164 -1.93230 4.90378 -0.018 -0.224 -0.099
H -3.12291 -2.63033 3.33916 0.194 0.130 0.116
H 0.54918 0.65397 3.78661 -0.168 -0.216 0.142
H -0.50904 0.26662 5.16286 0.208 -0.075 -0.093
H 0.60680 -0.96584 4.52396 -0.135 0.192 -0.078
H -2.39468 1.47417 2.32775 -0.086 -0.191 0.130
H -3.70896 0.29527 2.60300 0.238 0.092 0.073
H -2.90598 1.07652 3.98701 -0.095 0.009 -0.250
```
Positions in Å, forces in eV/Å.

Computed properties:
maximum force: 2.41 eV Å⁻¹
expectation value of S²: 6.1258
spin multiplicity: 5
LUMO (spin up / spin down): -0.02341 / -0.07869 Eh
gap between HOMO and LUMO (spin up / spin down): 6.7 / 5.3 eV

These are the Mulliken partial charges, in e, on atoms 1 to 6: atom 1 (C): -0.626, atom 2 (C): -1.426, atom 3 (H): 0.298, atom 4 (H): -0.041, atom 5 (H): 0.056, atom 6 (H): 0.385

Which of these has the highest maximum force? C21H40O10